# CH5O4

A 3-piece molecular cluster, CH5O4 overall (ωB97M-V with the def2-TZVPD basis set, OMol25).

```
10
Properties=species:S:1:pos:R:3:forces:R:3
O -1.8038 -1.0277 0.1882 0.7 0.4 -0.7
C -0.9818 -1.9514 -0.0583 -0.4 0.1 0.9
O 0.2164 -1.9469 -0.3918 0.0 0.5 -0.3
H -1.4228 -2.9421 0.1683 -0.1 -0.7 -0.2
H -1.4236 0.8810 -0.5901 -0.7 -0.3 0.2
H -0.8160 2.1306 -0.1123 -0.1 0.3 0.1
O -1.5894 1.8458 -0.6079 0.6 -0.2 -0.1
H 2.4296 1.5617 -0.0161 -0.2 0.4 -0.1
H 2.7404 0.2607 0.5825 -0.2 -0.2 0.4
O 2.6510 1.1882 0.8375 0.3 -0.3 -0.3
```
Positions in Å, forces in eV/Å.

Output
charge = -1
HOMO level = -4.286 eV
energy above the lowest of the compared OMol25 structures with the same formula, charge and spin = 0.737 eV
spin multiplicity = 1
frontier orbital gap = 8.082 eV
E_tot = -342.1276 hartree

***

# C29H23Cl2ErN4O6Se2

C29H23Cl2ErN4O6Se2 as an isolated structure (ωB97M-V with the def2-TZVPD basis set, OMol25).

```
67
Properties=species:S:1:pos:R:3:forces:R:3
Er -0.4200 0.0782 -0.0311 -0.7 0.5 -0.9
Cl 4.1586 -1.2943 1.8457 -0.2 0.2 -0.6
C 3.9499 -0.7631 0.1764 -1.2 -0.2 0.2
C 5.1032 -0.5382 -0.5860 -0.8 0.4 -0.6
C 5.0219 -0.1011 -1.8792 0.1 0.2 -0.1
Cl 6.4833 0.1483 -2.8029 0.0 0.0 0.2
C 3.7691 0.2063 -2.4882 0.8 -1.2 0.5
C 3.6097 0.6096 -3.8353 -1.5 1.1 0.7
C 2.3326 0.9709 -4.2349 0.7 0.1 -1.5
C 1.2452 0.8308 -3.3308 0.6 -0.5 -0.8
N 1.3988 0.3069 -2.1351 -0.9 -0.2 0.2
C 2.6270 -0.0619 -1.6958 -0.3 0.8 -0.2
C 2.6563 -0.6008 -0.3474 0.7 -0.1 -0.2
O 1.5298 -0.8541 0.2679 0.9 0.1 -0.4
H 6.0314 -0.6805 -0.1043 1.0 -0.2 0.2
H 4.4596 0.8003 -4.4647 0.2 -0.2 -0.1
H 2.2127 1.3365 -5.3145 -0.2 -0.5 1.9
H 0.2507 1.0542 -3.7055 0.0 0.2 0.4
O 0.6784 2.0487 0.8002 -0.8 -0.8 0.0
C 1.8540 1.9597 1.5917 -0.6 1.4 1.1
C 1.5394 2.4151 3.0164 1.2 -0.4 1.7
C 0.3215 1.7117 3.6301 -0.8 -0.2 -2.0
C 0.4974 0.2132 3.7209 -0.5 0.9 -0.1
C 0.8492 -0.3965 4.9170 0.2 0.0 -0.3
C 1.0475 -1.7637 4.9593 -0.3 -1.1 -0.9
C 0.8618 -2.4886 3.7305 -0.2 1.3 2.1
C 0.4043 -1.7583 2.6573 0.3 -3.0 -1.4
N 0.2193 -0.4682 2.6155 -0.1 1.1 -0.2
H 0.6990 2.6555 0.0602 0.1 0.4 -0.4
H 2.5688 2.6510 1.2155 0.9 0.3 -0.5
H 2.1837 0.9645 1.5427 0.7 -1.2 0.1
H 1.4914 3.5001 3.0557 -0.7 0.2 -0.2
H 2.3942 2.2416 3.7422 -0.4 -0.2 -1.2
H -0.5120 1.8856 2.8992 0.4 -0.1 0.8
H 0.0223 2.0972 4.5782 0.0 0.5 0.7
H 0.9408 0.2749 5.7503 0.2 -0.2 0.5
H 1.2536 -2.2777 5.9113 0.1 0.3 -0.6
H 0.9196 -3.5643 3.6571 0.2 0.0 0.1
H 0.1924 -2.3713 1.7347 0.1 0.9 0.8
Se -3.0927 -3.4509 0.4782 -0.3 0.5 0.8
Se -2.5840 -1.4794 1.7206 0.1 -1.2 -0.1
C -3.5433 0.0938 1.2270 -0.5 -0.4 0.2
C -4.9056 0.3344 1.2468 -1.1 -2.2 -0.1
C -5.3745 1.5557 0.7944 -1.2 -0.5 0.4
C -4.4679 2.5491 0.4983 0.1 0.1 0.2
C -3.1170 2.2408 0.6789 -0.3 1.0 -0.2
N -2.6506 1.0380 0.9941 0.1 0.5 -0.4
C -2.1787 -3.1583 -1.1687 0.2 0.3 0.2
C -2.9893 -3.0441 -2.2760 -0.2 0.3 -0.6
C -2.3650 -2.7590 -3.4824 -1.2 -0.4 0.3
C -1.0089 -2.7137 -3.5480 1.3 0.5 -0.9
C -0.2782 -2.8575 -2.3936 1.3 0.2 2.7
N -0.8500 -3.0166 -1.1627 -0.4 -0.3 -1.2
H -5.6264 -0.5268 1.4902 1.2 1.5 -0.3
H -6.4796 1.6614 0.7384 1.0 0.3 -0.1
H -4.8328 3.5269 0.1746 0.5 -0.3 0.1
H -2.3655 2.9903 0.5337 0.2 0.3 -0.2
H -4.0797 -2.9910 -2.2199 0.5 -0.3 0.2
H -2.9745 -2.5484 -4.3374 -0.1 0.1 -0.3
H -0.5228 -2.4321 -4.4877 -0.1 -0.3 0.4
H 0.8409 -2.7721 -2.2484 -1.3 0.0 -1.0
O -1.8824 2.8283 -3.0381 0.1 0.3 -0.2
C -1.6039 1.9053 -2.3199 -0.6 -1.3 0.5
O -0.8964 1.9322 -1.2213 0.2 0.0 -0.1
C -2.1979 0.4130 -2.5750 -1.0 0.6 -1.9
O -2.8155 0.0971 -3.5978 0.7 1.0 0.7
O -2.0044 -0.3942 -1.6188 1.2 -0.3 2.0
```
Positions in Å, forces in eV/Å.

Output
HOMO level (spin up / spin down) = -7.833 / -7.840 eV
energy above the lowest of the compared OMol25 structures with the same formula, charge and spin = 0.484 eV
spin multiplicity = 4
frontier orbital gap (spin up / spin down) = 7.091 / 7.099 eV
E_tot = -8527.8773 hartree

***

# C32H33N8O3OsS

C32H33N8O3OsS as an isolated structure (ωB97M-V with the def2-TZVPD basis set, OMol25).

```
78
Properties=species:S:1:pos:R:3:forces:R:3
Os -0.7798 -0.0178 -0.4238 1.0 -1.9 0.1
N 1.9027 3.6327 8.8171 0.2 0.3 0.6
C 1.6588 3.1853 7.7948 0.1 -0.1 0.1
C 1.3393 2.6069 6.5420 -0.2 -0.3 -0.6
C 0.1602 1.8714 6.4146 0.2 0.1 -0.1
C -0.1962 1.3637 5.1816 0.1 -0.1 -0.1
C 0.6275 1.5573 4.0670 0.1 0.1 0.2
C 1.8301 2.2535 4.2204 -0.1 0.0 -0.1
C 2.1837 2.7848 5.4463 -0.2 -0.1 0.0
C 0.2062 1.0553 2.7468 -0.7 0.2 -0.2
C 1.0422 0.1663 2.0427 0.5 -0.1 0.9
C 2.2687 -0.3628 2.4961 -1.2 0.7 -0.2
C 2.7492 -1.2006 1.5009 -0.6 -0.5 -1.3
C 1.8040 -1.1865 0.4768 2.0 -1.0 0.2
N 0.7670 -0.3856 0.7846 -1.7 1.1 -0.6
C -1.0481 1.4446 2.2720 0.8 0.3 0.8
C -2.0297 2.2479 2.9226 0.6 -0.4 -0.5
C -3.1662 2.2002 2.1475 -0.1 -0.6 -0.7
C -2.8568 1.4058 1.0301 -1.3 0.9 0.7
N -1.5924 0.9952 1.0783 0.9 -0.6 -1.3
H -0.4668 1.7089 7.2770 -0.1 0.0 0.1
H -1.1037 0.7865 5.0930 -0.1 -0.1 0.0
H 2.4684 2.4262 3.3658 0.0 0.0 -0.1
H 3.0994 3.3458 5.5580 0.0 0.0 0.0
H 2.7190 -0.1660 3.4489 0.1 0.1 0.2
H 3.6583 -1.7674 1.5127 0.2 -0.2 0.0
H 1.8415 -1.7482 -0.4417 -0.1 0.1 0.0
H -1.8886 2.7829 3.8395 0.0 0.1 0.2
H -4.1116 2.6674 2.3353 -0.2 0.1 0.1
H -3.5286 1.1114 0.2418 0.1 0.0 -0.1
C -3.8976 -2.6847 2.4316 -0.1 0.1 0.0
C -2.7538 -2.5252 1.4794 -0.1 -0.7 0.3
O -2.4724 -1.4267 0.9939 0.1 0.9 -0.3
N -2.0592 -3.6307 1.1792 0.1 -0.1 0.1
C -0.9591 -3.5832 0.2326 0.0 0.4 -0.1
C -1.5121 -3.3027 -1.1463 0.2 -0.5 0.4
C -2.0079 -4.3508 -1.9146 0.1 0.4 0.0
C -2.6199 -4.0803 -3.1254 0.0 0.1 0.0
C -2.7365 -2.7602 -3.5312 0.1 0.1 0.3
C -2.2128 -1.7709 -2.7146 -0.4 0.1 -0.7
N -1.6055 -2.0392 -1.5613 0.2 1.7 0.4
H -3.8065 -1.9651 3.2423 0.1 0.0 0.0
H -3.9492 -3.6887 2.8395 -0.1 -0.1 0.1
H -4.8245 -2.4531 1.9079 0.0 -0.1 0.0
H -2.3473 -4.5242 1.5511 0.0 0.2 0.0
H -0.4393 -4.5398 0.2513 0.0 0.1 0.0
H -0.2747 -2.7805 0.5369 -0.1 -0.3 -0.1
H -1.9163 -5.3653 -1.5611 0.1 -0.1 0.1
H -3.0126 -4.8823 -3.7317 0.0 -0.1 -0.1
H -3.2337 -2.5045 -4.4527 0.0 0.1 -0.1
H -2.2854 -0.7252 -2.9874 0.0 -0.1 0.0
N -3.0978 4.5507 -2.6611 0.0 0.3 0.6
C -2.7638 3.1900 -3.1186 0.4 -1.0 0.2
C -2.2525 2.4658 -1.8202 -0.4 1.3 0.0
O -2.2277 3.1938 -0.8251 0.2 0.1 0.1
O -1.9273 1.2611 -1.9039 0.4 -2.0 0.1
H -4.0894 4.7923 -2.7442 0.2 -0.1 0.0
H -2.5427 5.2865 -3.1001 -0.1 -0.1 0.0
H -2.8111 4.4366 -1.6013 -0.2 0.2 -0.6
H -1.9579 3.1920 -3.8524 -0.1 0.1 0.0
H -3.6270 2.6755 -3.5406 0.1 0.1 0.0
C 3.9779 -0.1672 -6.3140 0.0 0.1 -0.3
C 3.8088 -0.2596 -4.8483 0.4 -0.1 0.4
C 4.8386 -0.3807 -3.9378 -0.4 0.0 0.1
C 4.5295 -0.4872 -2.5714 0.1 0.1 -0.7
N 3.2654 -0.4323 -2.1418 -0.3 0.1 0.2
C 2.2942 -0.2841 -3.0076 0.8 0.0 0.3
S 0.6291 -0.1762 -2.6059 -1.9 0.5 0.3
N 2.5516 -0.2183 -4.3498 -0.2 0.0 0.3
C 5.5844 -0.6718 -1.5565 0.2 0.0 0.2
H 5.0209 -0.2798 -6.5980 0.0 0.0 0.0
H 3.6230 0.8006 -6.6742 0.0 0.0 0.0
H 3.3912 -0.9319 -6.8255 0.0 -0.1 0.0
H 5.8619 -0.4046 -4.2745 0.1 0.0 -0.1
H 1.7648 -0.1437 -4.9887 0.1 0.1 0.1
H 6.5741 -0.5834 -1.9927 0.1 0.0 0.1
H 5.4858 -1.6561 -1.0990 0.0 -0.1 0.0
H 5.4634 0.0532 -0.7542 0.0 0.1 0.0
```
Positions in Å, forces in eV/Å.

Output
charge = +3
HOMO level (spin up / spin down) = -15.436 / -15.465 eV
spin multiplicity = 1
frontier orbital gap (spin up / spin down) = 4.874 / 4.798 eV
E_tot = -2390.9074 hartree

***

# C20H33ClN2O4

One molecule with the formula C20H33ClN2O4 (ωB97M-V with the def2-TZVPD basis set, OMol25).

```
60
Properties=species:S:1:pos:R:3:forces:R:3
C -2.9471 -3.1989 -2.3527 0.0 0.0 0.0
N -2.1364 -2.4974 -1.3555 0.1 0.3 -0.1
C -1.0038 -1.7705 -1.9079 0.0 0.0 0.0
C -1.3439 -0.5309 -2.7316 0.0 0.0 0.0
O -1.8966 -0.9399 -3.9546 0.0 0.0 0.0
C -2.0762 0.5758 -1.9270 0.1 0.0 0.0
N -0.7733 1.2063 -1.7461 -0.1 0.0 0.0
C -0.4981 2.4072 -1.1708 0.1 -0.1 0.1
O -1.3491 3.0334 -0.5702 -0.1 0.1 0.0
C 0.9579 2.8173 -1.2229 0.0 0.0 0.0
C 1.7260 2.0525 -0.1526 0.0 0.0 0.0
C 1.3700 2.2932 1.3297 0.0 0.0 0.0
C 2.8603 2.1549 1.6701 0.0 0.0 0.0
O 3.1096 0.8207 2.0874 0.0 0.0 0.0
C 3.2001 2.4296 0.1735 0.0 0.0 0.0
C 4.2685 1.5664 -0.4688 0.0 0.0 0.0
C 3.4975 3.9086 -0.0310 0.0 0.0 0.0
C -0.1175 0.4240 -2.7889 0.0 0.0 0.0
C -2.8402 -2.1216 -0.2291 0.0 -0.1 0.0
O -4.0379 -2.3155 -0.1815 0.0 0.0 0.0
C -2.1462 -1.6969 1.0987 0.0 -0.1 0.1
Cl -3.1189 -0.2998 1.7217 0.0 0.0 -0.1
C -0.6743 -1.2855 1.1383 0.0 0.1 0.0
C -0.1557 -1.0676 2.5604 0.0 0.1 0.0
C -0.3562 -2.3064 3.4219 0.0 0.0 0.0
C -1.8304 -2.6931 3.4423 0.0 0.0 0.0
C -2.3683 -2.9035 2.0325 0.0 0.0 0.0
H -3.4857 -4.0117 -1.8731 0.0 0.0 0.0
H -3.6743 -2.5391 -2.8269 0.0 0.0 0.0
H -2.2789 -3.5906 -3.1170 0.0 0.0 0.0
H -0.3313 -1.4574 -1.1230 0.0 0.0 0.0
H -0.4542 -2.4552 -2.5578 0.0 0.0 0.0
H -2.2097 -0.1657 -4.4344 0.0 0.0 0.0
H -2.7519 1.1785 -2.5442 0.0 0.0 0.0
H -2.5922 0.3062 -1.0068 0.0 0.0 0.0
H 1.3800 2.6126 -2.2114 0.0 0.0 0.0
H 0.9976 3.8897 -1.0396 0.0 0.0 0.0
H 1.6803 0.9801 -0.3640 0.0 0.0 0.0
H 0.9894 3.2995 1.5022 0.0 0.0 0.0
H 0.7079 1.5804 1.8174 0.0 0.0 0.0
H 3.2829 2.8637 2.3900 0.0 0.0 0.0
H 4.0605 0.7017 2.1782 0.0 0.0 0.0
H 5.2623 1.8083 -0.0810 0.0 0.0 0.0
H 4.0775 0.5070 -0.2941 0.0 0.0 0.0
H 4.2939 1.7321 -1.5488 0.0 0.0 0.0
H 4.4746 4.1557 0.3903 0.0 0.0 0.0
H 3.5168 4.1667 -1.0920 0.0 0.0 0.0
H 2.7568 4.5461 0.4554 0.0 0.0 0.0
H 0.8553 0.0012 -2.5277 0.0 0.0 0.0
H -0.0426 0.9514 -3.7461 0.0 0.0 0.0
H -0.0880 -2.0907 0.6831 0.0 0.0 0.0
H -0.5227 -0.3705 0.5602 0.0 0.0 0.0
H 0.8962 -0.7806 2.5061 0.0 -0.1 0.0
H -0.6837 -0.2222 3.0096 0.0 0.0 0.0
H 0.2337 -3.1354 3.0134 0.0 0.0 0.0
H 0.0093 -2.1267 4.4348 0.0 0.0 0.0
H -1.9874 -3.6070 4.0190 0.0 0.0 0.0
H -2.4077 -1.9053 3.9326 0.0 0.0 0.0
H -3.4322 -3.1322 2.0428 0.0 0.0 0.0
H -1.8523 -3.7531 1.5677 0.0 0.0 0.0
```
Positions in Å, forces in eV/Å.

Output
HOMO level = -9.344 eV
energy above the lowest of the compared OMol25 structures with the same formula, charge and spin = 0.313 eV
spin multiplicity = 1
frontier orbital gap = 9.755 eV
E_tot = -1652.5503 hartree

***

# C13H23N2O2

A 2-piece molecular cluster, C13H23N2O2 overall (ωB97M-V with the def2-TZVPD basis set, OMol25).

```
40
Properties=species:S:1:pos:R:3:forces:R:3
C -1.1902 -3.4591 1.8167 0.0 0.0 -0.4
C -0.3487 -2.3772 2.4423 0.0 -0.2 0.1
O 0.8335 -2.4823 2.6072 0.0 0.0 0.1
O -0.9988 -1.2756 2.8827 0.2 0.3 -0.2
C -2.0285 -0.6922 2.0743 -0.3 0.1 0.1
C -1.6336 0.7379 1.7482 0.1 0.0 0.2
C -0.2856 0.9442 1.0247 -0.2 0.2 -0.1
C 0.2408 -0.1967 0.1332 0.3 0.2 -0.1
C 0.8775 0.3193 -1.1858 0.2 0.3 0.0
C 0.0609 -0.0475 -2.4040 -0.5 -0.3 -0.3
C -1.1184 0.8215 -2.8534 -0.1 -0.4 0.3
C -1.3843 0.3056 -4.2883 0.4 0.7 0.2
C -0.0019 -0.0569 -4.7176 0.0 0.1 0.2
N 0.7972 -0.1514 -3.7206 -0.2 0.2 -0.3
H -2.2416 -3.4011 2.0962 0.1 -0.1 0.1
H -1.1287 -3.3653 0.7255 0.0 -0.1 0.1
H -0.7619 -4.4252 2.0844 -0.1 0.1 0.0
H -2.9615 -0.6838 2.6470 0.1 -0.1 0.0
H -2.2187 -1.2824 1.1741 0.1 0.0 0.1
H -2.4556 1.2011 1.1922 0.0 -0.1 0.0
H -1.5811 1.2676 2.7050 -0.1 0.0 -0.1
H 0.4821 1.2026 1.7547 -0.1 -0.1 -0.1
H -0.3878 1.8380 0.3998 0.0 0.0 0.1
H -0.5425 -0.9240 -0.1047 0.0 0.0 0.0
H 1.0222 -0.7390 0.6696 -0.2 -0.1 0.0
H 0.9966 1.4056 -1.1287 0.1 -0.1 0.0
H 1.8856 -0.0963 -1.2937 -0.1 0.0 0.0
H -0.3519 -1.0607 -2.2786 0.3 0.0 0.1
H -1.9434 0.6776 -2.1526 -0.1 0.1 -0.3
H -0.8589 1.8813 -2.8985 0.1 -0.1 0.2
H -1.7218 1.1051 -4.9544 -0.3 -0.3 0.0
H -2.0683 -0.5467 -4.3350 0.1 0.0 -0.1
H 0.3065 -0.1669 -5.7536 0.2 -0.1 0.2
H 1.7968 -0.3026 -3.8118 0.0 -0.2 0.1
C 3.7162 2.2423 3.3765 0.0 0.0 0.0
C 3.0387 2.5216 2.1170 -0.3 0.1 -0.5
N 2.4978 2.7462 1.1249 0.3 -0.2 0.4
H 2.9859 2.1717 4.1803 0.0 0.0 0.0
H 4.2572 1.3010 3.3036 0.0 0.0 0.0
H 4.4185 3.0426 3.6012 0.0 0.0 0.0
```
Positions in Å, forces in eV/Å.

Output
charge = +1
HOMO level = -12.536 eV
energy above the lowest of the compared OMol25 structures with the same formula, charge and spin = 0.000 eV
spin multiplicity = 1
frontier orbital gap = 8.239 eV
E_tot = -768.8820 hartree

***

# C6H16FO2

A 3-piece molecular cluster, C6H16FO2 overall (ωB97M-V with the def2-TZVPD basis set, OMol25).

```
25
Properties=species:S:1:pos:R:3:forces:R:3
F 7.7412 23.2092 4.4501 -0.2 0.6 -0.3
C 5.7260 25.8676 6.1147 -0.7 0.0 1.1
C 4.7414 25.0572 5.2996 1.1 -1.1 -2.4
C 4.7168 25.6001 3.8803 -0.3 1.7 -1.3
O 5.1774 23.6992 5.2288 -1.9 0.5 0.9
H 5.6326 26.9185 5.8407 0.0 0.2 0.5
H 6.7721 25.5658 6.0623 -0.1 -0.3 -0.8
H 5.4810 25.6375 7.1516 -0.1 0.7 0.4
H 3.6869 25.0875 5.5737 0.2 -0.1 1.0
H 5.6748 25.9758 3.5209 0.4 -0.7 0.1
H 4.1497 26.5227 3.7570 -0.4 0.5 0.8
H 4.2268 25.0393 3.0844 0.3 -0.9 0.4
H 6.0960 23.7207 4.9508 1.7 -0.7 -0.5
C 6.6878 24.4376 1.1885 1.3 -0.3 0.4
C 8.1613 24.8222 1.2701 1.5 0.3 1.3
C 8.4490 26.1993 1.8975 -0.3 0.1 -0.1
O 9.0088 23.8344 1.9661 -0.5 1.1 -2.4
H 6.2981 24.4911 2.2050 -0.3 -0.4 -0.3
H 6.7385 23.4199 0.8016 -0.6 -0.1 0.2
H 6.1471 25.0624 0.4776 -0.1 0.2 0.1
H 8.5465 24.9271 0.2559 0.3 -0.5 -0.2
H 9.5050 26.4606 1.8289 0.1 -0.3 0.0
H 8.1781 26.2793 2.9502 -0.2 -0.3 0.0
H 7.9208 26.9795 1.3493 -0.3 0.1 -0.1
H 8.6439 23.6048 2.8238 -1.0 -0.2 1.3
```
Positions in Å, forces in eV/Å.

Output
charge = -1
HOMO level = -5.080 eV
energy above the lowest of the compared OMol25 structures with the same formula, charge and spin = 0.861 eV
spin multiplicity = 1
frontier orbital gap = 8.741 eV
E_tot = -488.5812 hartree

***

# C7H8FNO2S

C7H8FNO2S as an isolated structure (ωB97M-V with the def2-TZVPD basis set, OMol25).

```
20
Properties=species:S:1:pos:R:3:forces:R:3
C -1.1775 1.2422 -2.2708 -2.3 1.7 -3.1
C -1.0941 -0.1469 -2.3498 0.1 0.4 -0.2
C -0.8407 1.8797 -1.1029 0.2 0.7 -0.2
C -0.5473 -0.8381 -1.2935 -0.3 -1.1 -1.9
C -0.4547 1.1194 -0.0657 0.4 2.3 2.6
C -0.2348 -0.2079 -0.1475 0.4 -1.6 2.7
C 0.0367 -0.9816 1.1031 0.5 -0.3 1.6
N 0.4201 -2.2970 1.0642 -0.3 1.7 -1.6
O 2.4868 0.9950 0.8357 -0.8 -0.8 1.8
O 2.6800 -0.1347 3.0715 0.2 -0.5 -0.2
F 0.8399 1.3573 2.7540 0.4 -0.1 -0.6
S 1.8673 0.2718 1.9612 -0.6 1.2 -1.4
H -1.6975 1.9032 -3.1209 1.4 -1.8 1.7
H -1.4344 -0.8125 -3.1366 -0.1 0.8 -0.5
H -0.7991 2.9214 -0.7844 -0.7 0.1 -1.4
H -0.4717 -1.8890 -1.4991 0.2 -0.5 0.7
H -0.3746 1.7673 0.8281 0.5 -1.4 0.0
H -0.6127 -0.6900 1.9918 1.0 -0.5 -1.2
H 0.3786 -2.8768 1.8630 0.1 -0.3 0.7
H 1.0297 -2.5828 0.2985 -0.4 0.0 0.5
```
Positions in Å, forces in eV/Å.

Output
HOMO level (spin up / spin down) = -9.157 / -9.157 eV
energy above the lowest of the compared OMol25 structures with the same formula, charge and spin = 0.655 eV
spin multiplicity = 1
frontier orbital gap (spin up / spin down) = 8.709 / 8.709 eV
E_tot = -974.7609 hartree

***

Q: Look up the spin multiplicity of the second one.
A: 4